(1)
This record from the Open Molecules 2025 dataset describes 2 unconnected molecules or ions with the total composition C8H11OS. The level of theory is ωB97M-V/def2-TZVPD.

CARTESIAN COORDINATES (ANGSTROEM)
S  -2.7781  0.6326  0.4837
O  -0.1250  0.2219  -0.2861
C  1.0947  0.1640  -0.0393
C  -3.0956  0.6030  -1.2799
C  1.8305  -1.0898  -0.1625
C  3.1908  -1.1148  -0.0583
C  1.8735  1.3493  0.2936
C  3.9006  0.0615  0.2239
C  -3.5800  -0.8770  1.0381
C  3.2331  1.2826  0.3994
H  1.3304  2.2707  0.4387
H  3.7310  -2.0415  -0.1896
H  1.2582  -1.9728  -0.4019
H  -4.0415  0.1127  -1.4910
H  -4.6345  -0.8459  0.7754
H  -2.2712  0.0811  -1.7639
H  4.9764  0.0247  0.3186
H  3.8054  2.1688  0.6263
H  -3.4738  -0.9211  2.1193
H  -3.1093  -1.7439  0.5805
H  -3.1156  1.6338  -1.6250

The frontier orbital gap (alpha / beta) comes out at 4.52 / 7.89 eV. For the energy relative to the best compared isomer or geometry (same formula, charge and spin), the calculation gives 0.032 eV. The value obtained for the molecular weight is 155.242 g mol⁻¹. The net charge is +1.


(2)
This record from the Open Molecules 2025 dataset describes a single C5H8O molecule. The level of theory is ωB97M-V/def2-TZVPD.

CARTESIAN COORDINATES (ANGSTROEM)
O  -0.6769  0.2773  -2.2640
C  0.5257  0.2768  0.0120
C  -0.0677  -0.5864  -1.2288
C  -0.3604  1.3715  0.6498
C  0.7961  -0.7295  1.0398
C  0.9373  -1.6654  1.8243
H  -1.6125  0.0449  -2.2468
H  0.9421  -2.3868  2.6247
H  -0.0230  2.1268  0.0020
H  -0.2085  1.6760  1.7642
H  1.4967  0.6933  -0.3179
H  0.6630  -1.2882  -1.6793
H  -1.5002  1.2615  0.5350
H  -0.9116  -1.0718  -0.7150

The frontier orbital gap comes out at 10.62 eV. For the energy relative to the best compared isomer or geometry (same formula, charge and spin), the calculation gives 3.158 eV. The value obtained for the molecular weight is 84.118 g mol⁻¹. The net charge is 0. As for the SMILES: C#C[C@H](C)CO.


(3)
This record from the Open Molecules 2025 dataset describes a molecular structure, C18H42F3MgN2O7S5. The level of theory is ωB97M-V/def2-TZVPD.

CARTESIAN COORDINATES (ANGSTROEM)
S  -2.3775  -1.3028  4.4143
S  -0.3651  -4.2778  1.3054
S  -2.1981  -3.5805  -3.8126
S  0.3712  1.3653  4.8808
S  6.0850  -1.4693  0.3960
Mg  0.4655  -1.3134  2.7777
F  -2.3689  1.3025  -0.0430
F  -2.1961  -0.6099  -1.0276
F  -1.3721  1.1696  -1.8626
O  -2.8642  -4.7797  -3.1601
O  -1.1974  -1.7705  3.5565
O  0.3025  -3.1219  2.0425
O  6.5233  -1.8634  -1.0726
O  0.6632  1.5039  0.1767
O  0.2326  0.2044  3.8801
O  -0.3013  -0.3699  1.2108
N  2.7168  2.6571  -6.7936
N  -1.2501  3.6271  -3.2854
C  -1.2954  4.6361  -3.8384
C  7.5238  -0.4857  1.1531
C  -1.5263  0.5581  -0.6938
C  -1.2382  2.3412  5.0053
C  2.4769  3.3110  -4.2632
C  1.4807  1.9124  -0.9012
C  4.8612  -0.1278  0.2601
C  -3.4853  -2.3125  -3.3688
C  -3.8426  -0.8791  3.3339
C  -1.5978  -4.8614  2.5298
C  -1.2972  5.9601  -4.4535
C  2.5991  2.9337  -5.6458
C  1.1506  2.5683  3.6766
C  -3.3635  -2.7297  5.0454
C  2.4274  2.9929  -0.4477
C  -1.5209  -3.4864  0.1334
C  -2.5196  -3.7396  -5.6662
C  -0.1307  0.3234  -0.0040
H  -1.9500  -4.5410  -6.1367
H  2.8731  2.6211  0.4749
H  2.9740  2.5490  -3.6629
H  0.4686  2.7234  2.8405
H  3.0038  4.2560  -4.1311
H  -2.1895  -2.8089  0.6646
H  -4.8157  -1.0794  3.7824
H  -3.2385  -1.2978  -3.6812
H  -1.9172  1.6773  5.5403
H  3.8354  -0.4958  0.2373
H  -0.9272  5.8044  -5.4669
H  -2.9037  -3.4379  5.7347
H  7.6610  -0.7588  2.1994
H  -0.9295  -2.8555  -0.5301
H  0.3999  -0.4069  -0.6150
H  2.0999  1.1507  -1.3751
H  -0.5866  6.5321  -3.8569
H  -1.0822  -5.2300  3.4167
H  -2.0406  -4.3123  -0.3524
H  1.4550  3.4836  4.1842
H  7.3094  0.5797  1.0695
H  -2.3428  -5.5781  2.1843
H  -2.2197  -2.8486  -6.2178
H  -3.6645  -2.1768  -2.3022
H  2.0505  2.0645  3.3240
H  1.8336  3.8251  -0.0696
H  8.3030  -0.8687  0.4941
H  -1.0719  3.3274  5.4387
H  -4.2303  -2.3658  5.5971
H  -3.5765  -3.9007  -5.8787
H  4.8911  0.5578  1.1070
H  -1.4251  2.6075  3.9650
H  5.0123  0.4574  -0.6470
H  -3.7584  -1.4049  2.3828
H  3.1418  3.2497  -1.2299
H  -3.7955  0.1457  2.9655
H  1.4255  3.4704  -4.0236
H  -2.1013  -4.0074  2.9828
H  -2.2682  6.4533  -4.4077
H  0.9435  2.3375  -1.7491
H  -3.7961  -3.2435  4.1870
H  -4.4221  -2.5404  -3.8772

The frontier orbital gap (alpha / beta) comes out at 6.15 / 1.86 eV. The value obtained for the molecular weight is 640.175 g mol⁻¹. The net charge is +2. Its multiplicity is 2. The expectation value of S² is 0.7576.


(4)
This record from the Open Molecules 2025 dataset describes 8 unconnected molecules or ions with the total composition C36H50F3N2O14. The level of theory is ωB97M-V/def2-TZVPD.

CARTESIAN COORDINATES (ANGSTROEM)
F  -3.0057  -2.5156  1.9646
F  -2.8297  -2.9314  -0.9447
F  -1.2151  -0.6873  1.8082
O  4.0744  -0.4515  -7.1896
O  2.7292  1.2731  -7.8578
O  -1.0803  1.7093  10.7952
O  2.2811  -1.3343  -1.8261
O  0.8139  -2.9954  -8.4490
O  0.7154  -2.1403  5.8569
O  1.5241  4.3195  5.2266
O  -1.1209  3.9336  11.3254
O  2.5803  -3.7473  -9.6920
O  -5.7767  4.1655  1.9335
O  2.6428  0.2183  -3.4659
O  -4.9182  2.0457  1.9421
O  0.0661  -1.8207  8.0265
O  0.2561  2.7391  6.2873
N  -0.7766  -0.0985  -1.9489
N  0.2115  0.5690  -1.3389
C  -0.5803  2.9798  10.7905
C  3.6754  0.3090  -8.0560
C  -1.9062  -1.8421  1.1784
C  0.3211  2.6613  3.9391
C  -0.4878  1.5939  5.8739
C  1.3687  -3.9622  -6.4003
C  2.0266  -3.6002  -8.6149
C  -2.1502  0.2637  -2.2605
C  -0.2897  1.8718  -0.9057
C  -0.1400  0.8337  10.1745
C  3.7231  0.5298  -4.3444
C  -5.2872  0.8019  1.3485
C  4.1093  0.2964  -9.4905
C  2.5877  -4.0084  -7.2865
C  -0.1998  -2.1013  6.8694
C  -5.8602  2.9854  1.6358
C  0.7380  3.0148  10.0785
C  -1.7259  2.5568  -1.0382
C  0.7730  3.3591  5.1861
C  -0.3386  -1.5156  -2.3918
C  -6.7733  0.8951  1.1211
C  -0.8514  1.8538  4.4355
C  -6.9743  2.3644  0.8488
C  -1.6587  -2.3814  -0.1860
C  3.6282  1.6395  -9.9784
C  4.4488  -1.1706  -2.8885
C  0.7157  1.7194  9.3072
C  3.0207  -0.7951  -2.6326
C  4.9603  0.0282  -3.6467
C  -0.1943  -2.3799  -0.9671
C  0.0408  -2.3942  4.6255
C  -1.2608  -3.0463  5.0121
C  -1.5692  -2.4055  6.3417
C  0.5249  -2.9000  -7.0551
C  2.4285  1.8976  -9.1049
C  -2.8210  1.6661  -1.8442
H  -2.8336  -0.5023  -2.8520
H  1.1299  2.0223  3.5740
H  3.7603  1.6097  -4.5147
H  -0.5432  -3.0666  -6.8876
H  0.4397  0.3325  10.9567
H  0.6828  -1.4396  -2.9665
H  4.3974  2.3973  -9.7856
H  4.9925  -1.3148  -1.9520
H  0.5347  2.5365  -0.3498
H  1.5154  1.4483  -9.5094
H  -1.1264  -2.0332  -3.0851
H  -1.7629  2.4620  4.3873
H  -1.0260  0.9386  3.8634
H  -7.9480  2.7089  1.2046
H  -2.1228  -1.4699  6.2238
H  -3.9248  1.9807  -2.0446
H  0.8032  3.8776  9.4116
H  -1.9398  3.6127  -0.5863
H  3.6096  -0.5273  -10.0078
H  -2.0489  -2.9092  4.2670
H  5.1947  0.2047  -9.5734
H  2.2588  2.9671  -8.9503
H  5.7776  -0.2051  -4.3343
H  0.2247  1.8768  8.3392
H  3.0139  -5.0133  -7.3304
H  0.5780  -1.8473  -0.2375
H  1.5433  3.0343  10.8181
H  -7.1267  0.2482  0.3137
H  1.7098  1.3057  9.1180
H  -6.8409  2.6041  -0.2097
H  0.1859  -3.4742  -1.1466
H  1.5968  -3.7460  -5.3533
H  -5.0284  -0.0197  2.0228
H  -4.7303  0.6822  0.4133
H  -7.3072  0.6151  2.0374
H  4.4761  -2.0788  -3.4969
H  0.6536  -3.0473  3.9973
H  -0.1094  -1.4416  4.1067
H  5.3194  0.7848  -2.9385
H  0.1438  0.7067  5.9893
H  -0.6711  0.0784  9.5879
H  3.3427  -3.2798  -6.9783
H  0.7849  -1.8929  -6.7126
H  3.5520  0.0253  -5.3011
H  0.0184  3.3791  3.1732
H  -1.3742  1.4824  6.5051
H  -1.1093  -4.1238  5.1502
H  3.3954  1.6594  -11.0464
H  -2.1033  -3.0914  7.0033
H  0.8483  -4.9268  -6.4412

The frontier orbital gap comes out at 5.48 eV. The value obtained for the molecular weight is 791.790 g mol⁻¹. The net charge is +1.